ORCA calculation (wB97M-V/def2-TZVPD) on a cluster of 8 separate species, C5H24ClN10O11 in total in a non-equilibrium geometry.

Last column: Löwdin charge in e.
Element x y z (Å)
Cl1 -0.4953 -0.6160 1.4508  0.625
O1 0.0935 -1.7871 0.8548  -0.391
O2 -0.5210 0.3202 0.4497  -0.313
O3 -1.8160 -0.9696 1.7663  -0.312
O4 0.3541 -0.2712 2.5820  -0.313
O5 -4.8110 -0.6723 2.5948  -0.053
H1 -3.9925 -1.1322 2.4079  -0.005
H2 -5.3011 -1.2731 3.1561  0.023
O6 -1.2148 -4.5199 0.9375  -0.048
H3 -0.8577 -3.6328 0.8942  -0.022
H4 -1.7891 -4.5850 0.1745  0.012
C1 0.9797 -2.9832 -2.5210  -0.796
O7 1.4294 -3.7366 -3.3985  -0.013
N1 -0.0145 -3.2905 -1.8222  0.176
N2 1.4715 -1.8172 -2.1901  0.186
H5 -0.6698 -4.0509 -1.9341  0.126
H6 -0.0255 -2.7013 -1.0019  0.060
H7 0.8817 -1.2747 -1.5754  0.082
H8 2.1188 -1.3391 -2.8004  0.123
C2 0.8668 3.2253 4.4570  -0.866
O8 0.9939 2.4022 5.3002  0.073
N3 0.5777 2.8917 3.2401  0.170
N4 0.8962 4.4806 4.5456  0.165
H9 0.4859 3.5749 2.5019  0.112
H10 0.3743 1.9084 3.1313  0.085
H11 1.0520 4.9828 5.4079  0.123
H12 0.6405 5.0473 3.7496  0.112
C3 -2.7705 -0.7893 -2.2127  -0.755
O9 -3.0384 0.4136 -2.1994  0.022
N5 -2.7238 -1.4617 -3.3391  0.151
N6 -2.6415 -1.5327 -1.1460  0.187
H13 -2.7048 -2.4681 -3.2561  0.091
H14 -3.1876 -1.0289 -4.1250  0.117
H15 -2.5837 -2.4942 -1.4497  0.080
H16 -2.5965 -1.2647 -0.1733  0.082
C4 3.8449 0.2121 0.5274  -0.866
O10 4.8685 0.5223 -0.0212  0.021
N7 3.4948 -0.9752 0.7470  0.201
N8 3.0043 1.1097 0.8963  0.183
H17 2.5200 -1.1939 0.8956  0.091
H18 4.1470 -1.7282 0.5805  0.132
H19 2.0277 0.8657 0.9795  0.071
H20 3.1688 2.1037 0.9680  0.120
C5 -0.0438 2.6192 -2.4986  -0.782
O11 -1.2547 2.5920 -2.3922  0.032
N9 0.7103 1.8990 -1.7446  0.183
N10 0.5504 3.5701 -3.2162  0.145
H21 0.2931 1.2233 -1.1205  0.068
H22 1.6957 1.9821 -1.9501  0.106
H23 1.5445 3.4520 -3.3507  0.092
H24 -0.0327 4.1921 -3.7576  0.110

Forces on atoms 1 to 2 (eV/Å):
Cl 2.09 -3.29 1.90
O 1.20 -1.83 -0.51

## Properties
Relative energy (zero: lowest compared OMol25 entry of this formula, charge and spin) ... 10.2 kcal per mole
Net charge ... -1
Energy ... -55517.5627 eV
Highest occupied orbital energy ... -6.74 eV
Gap between HOMO and LUMO ... 9.18 eV
2S+1 ... 1